ORCA calculation (ωB97M-V/def2-TZVPD) on a 2-piece molecular cluster, C24H30ClN3O4 overall.

Geometry (Å):
N -4.87 2.64 -1.35
O 1.99 3.21 3.78
O 4.20 -1.90 3.41
Cl -2.15 -2.45 -1.42
C -4.41 1.69 -1.85
O -5.00 0.09 -8.04
O -1.11 -0.49 3.18
C 2.50 2.26 3.21
C 3.76 -0.77 3.63
C -4.76 -0.91 -5.89
C -4.37 1.45 -6.17
C -1.39 1.06 1.38
C -1.59 -1.31 0.98
C -1.67 1.30 0.03
C -4.46 -0.81 -4.53
C -4.07 1.56 -4.80
C -1.86 -1.08 -0.37
C -4.71 0.21 -6.71
C -1.36 -0.25 1.86
C -1.91 0.24 -0.85
C -4.12 0.43 -3.97
N 4.35 0.04 4.52
N 1.98 1.04 3.37
C 3.72 2.51 2.33
C 5.57 -0.28 5.25
C 1.81 -2.91 1.35
C 2.35 -1.70 -0.73
C -2.26 0.53 -2.29
C -3.79 0.51 -2.49
C 2.67 -1.78 0.77
C 2.40 -0.40 1.40
C 2.46 -0.29 2.94
H -4.93 0.95 -8.48
H -1.34 0.30 3.70
H -5.03 -1.87 -6.32
H -4.33 2.33 -6.79
H -1.21 1.89 2.05
H -1.57 -2.33 1.36
H -1.71 2.33 -0.32
H -4.51 -1.70 -3.91
H -3.80 2.53 -4.40
H 3.91 0.93 4.69
H 1.15 1.05 3.94
H 4.46 1.72 2.44
H 4.16 3.46 2.61
H 3.39 2.56 1.29
H 6.33 -0.66 4.57
H 5.35 -1.06 5.99
H 5.95 0.60 5.76
H 2.02 -3.83 0.81
H 2.07 -3.06 2.40
H 0.76 -2.66 1.26
H 2.96 -0.92 -1.19
H 1.30 -1.47 -0.89
H 2.59 -2.65 -1.21
H -1.80 -0.22 -2.94
H -1.86 1.50 -2.60
H -4.20 -0.37 -1.99
H 3.72 -2.03 0.88
H 1.41 -0.07 1.08
H 3.12 0.29 0.97
H 1.70 -0.98 3.31

Computed properties:
Structure (SMILES): N#C[C@H](Cc1ccc(O)cc1Cl)c1ccc(O)cc1.CNC(=O)[C@H](CC(C)C)NC(C)=O
Energy relative to the best compared isomer or geometry (same formula, charge and spin): 0.0 kcal per mole
Gap between HOMO and LUMO: 9.3 eV
LUMO: 0.453 eV
Total energy: -1858.00078 Ha

ORCA calculation (ωB97M-V/def2-TZVPD) on C24H30HfNO5Se as an isolated structure.

Geometry (Å):
C -2.73 -0.98 -1.96
C -1.25 -0.59 -1.75
C -3.18 -1.70 -0.66
C -1.87 -2.21 -0.05
H -3.84 -2.52 -0.95
H -3.73 -1.02 0.00
C -0.69 -1.77 -0.95
H -1.19 0.34 -1.16
H -0.75 -0.44 -2.72
C 0.48 -1.42 -0.04
H -0.41 -2.57 -1.64
H -1.89 -3.31 -0.01
C -1.44 -1.68 1.37
C -3.62 0.16 -2.41
C -2.88 -1.83 -3.22
O -3.50 -2.89 -3.29
O -3.33 1.35 -2.36
O -4.75 -0.29 -2.98
O -2.31 -1.26 -4.30
C -2.66 -1.87 -5.55
H -2.13 -1.29 -6.31
H -3.74 -1.82 -5.72
H -2.34 -2.91 -5.59
C -5.58 0.76 -3.49
H -5.84 1.47 -2.71
H -6.47 0.27 -3.87
H -5.06 1.29 -4.31
O 0.01 -1.27 1.31
H 0.98 -0.48 -0.33
H 1.23 -2.23 -0.05
C -1.63 -2.82 2.38
C -2.19 -0.44 1.86
H -3.25 -0.65 2.02
H -2.08 0.39 1.14
H -1.75 -0.12 2.81
H -1.22 -2.56 3.36
H -1.18 -3.75 2.02
H -2.71 -3.00 2.50
Hf 3.38 1.49 2.42
C 5.37 -0.03 2.18
C 4.15 -0.70 1.83
C 3.59 -0.04 0.67
H 3.77 -1.62 2.29
C 4.46 1.05 0.33
C 5.55 1.06 1.27
H 6.43 1.70 1.19
H 6.08 -0.37 2.92
H 2.80 -0.42 0.05
H 4.42 1.64 -0.57
C 1.87 3.56 2.98
C 3.10 4.10 2.54
C 3.42 3.54 1.25
H 3.64 4.91 3.02
C 2.29 2.74 0.84
C 1.37 2.67 1.95
H 0.39 2.20 1.92
H 1.33 3.85 3.88
H 4.22 3.86 0.59
H 2.07 2.42 -0.18
Se 6.67 3.26 5.71
C 5.48 2.62 4.62
N 4.64 2.16 3.89

Computed properties:
Net charge: -1
Gap between HOMO and LUMO (spin up / spin down): 2.9 / 2.9 eV
LUMO (spin up / spin down): 1.984 / 1.984 eV
Total energy: -3812.91866 Ha

ORCA calculation (ωB97M-V/def2-TZVPD) on C24H30N2NaO7S4 as an isolated structure.

Geometry (Å):
Na -1.32 0.64 -0.03
C 2.96 -1.30 3.34
C 1.71 -1.47 4.20
S 0.14 -0.81 3.58
C -0.48 -2.12 2.50
C 0.37 -2.48 1.29
S 1.03 -0.98 0.57
C 1.84 -1.60 -0.91
C 2.56 -0.45 -1.61
S 3.43 0.72 -0.53
C 4.42 -0.37 0.52
C 4.72 0.26 1.89
S 3.31 0.44 3.01
H 2.84 -1.82 2.39
H 3.80 -1.75 3.88
H 1.87 -0.98 5.16
H 1.58 -2.54 4.41
H -1.45 -1.74 2.15
H -0.67 -3.02 3.09
H -0.26 -3.02 0.57
H 1.19 -3.15 1.57
H 1.12 -2.01 -1.62
H 2.54 -2.40 -0.63
H 1.81 0.15 -2.13
H 3.22 -0.86 -2.37
H 5.37 -0.62 0.04
H 3.88 -1.30 0.67
H 5.12 1.27 1.76
H 5.50 -0.32 2.38
C 1.23 4.16 2.69
C 0.28 3.86 1.57
C 0.75 3.54 0.30
C -0.12 3.21 -0.73
C 0.41 2.81 -2.08
C -1.49 3.21 -0.48
C -1.99 3.53 0.78
C -3.48 3.51 1.02
C -1.10 3.86 1.79
H 2.19 4.51 2.31
H 1.42 3.25 3.28
H 0.83 4.91 3.37
H 1.82 3.52 0.13
H 0.11 1.78 -2.33
H 1.49 2.87 -2.11
H 0.00 3.46 -2.86
H -2.18 2.89 -1.25
H -3.92 2.63 0.55
H -3.95 4.40 0.60
H -3.70 3.48 2.09
H -1.48 4.10 2.78
O -3.85 0.62 -0.77
C -3.31 -0.48 -0.54
O -2.76 -0.81 0.55
C -3.07 -1.40 -1.72
C -3.99 -2.31 -2.14
C -3.68 -3.15 -3.24
C -2.48 -3.07 -3.88
C -1.54 -2.13 -3.46
C -1.77 -1.23 -2.36
O -0.98 -0.34 -1.94
N -0.29 -2.12 -4.20
O 0.55 -1.26 -3.95
O -0.14 -2.93 -5.10
N -4.66 -4.12 -3.69
O -4.38 -4.83 -4.64
O -5.73 -4.18 -3.09
H -4.95 -2.40 -1.66
H -2.26 -3.71 -4.71

Computed properties:
Net charge: -1
Gap between HOMO and LUMO: 7.1 eV
LUMO: 1.961 eV
Total energy: -3323.79625 Ha

ORCA calculation (ωB97M-V/def2-TZVPD) on a single C24H30N2O2 molecule.

Geometry (Å):
C 3.70 3.72 -0.35
H 4.19 4.58 0.10
O 2.32 3.99 -0.30
C 1.45 3.07 -0.83
C 0.10 3.42 -0.79
C -0.84 2.56 -1.31
C -0.46 1.35 -1.86
C 0.88 0.98 -1.88
C 1.83 1.86 -1.37
H 2.87 1.56 -1.41
C 1.31 -0.37 -2.38
H 0.65 -0.68 -3.20
H 2.33 -0.32 -2.76
C 1.27 -1.46 -1.28
C 1.69 -2.81 -1.88
C 1.47 -3.95 -0.89
C 0.05 -3.92 -0.32
N -0.22 -2.63 0.28
C -0.15 -1.60 -0.74
H -0.46 -0.65 -0.28
H -0.84 -1.82 -1.57
C -1.49 -2.60 1.00
C -1.71 -1.26 1.61
C -1.06 -0.73 2.68
N -1.45 0.56 2.90
C -2.37 0.90 1.95
C -3.06 2.09 1.74
C -3.94 2.15 0.68
C -4.14 1.04 -0.16
C -3.47 -0.14 0.05
C -2.57 -0.23 1.11
H -3.63 -0.99 -0.60
H -4.84 1.13 -0.97
H -4.48 3.06 0.49
H -2.90 2.95 2.38
C -0.96 1.44 3.92
H -0.25 0.90 4.54
H -0.46 2.30 3.48
H -1.78 1.79 4.55
H -0.33 -1.19 3.31
H -1.43 -3.37 1.78
H -2.33 -2.85 0.33
H -0.05 -4.69 0.44
H -0.68 -4.15 -1.13
H 2.18 -3.88 -0.07
H 1.63 -4.91 -1.40
H 2.75 -2.76 -2.16
H 1.10 -2.99 -2.78
C 2.20 -1.06 -0.12
O 3.53 -0.95 -0.59
H 4.11 -0.81 0.17
H 2.12 -1.82 0.66
H 1.86 -0.11 0.30
H -1.21 0.69 -2.27
H -1.88 2.83 -1.28
H -0.18 4.36 -0.35
H 3.95 2.82 0.22
H 4.04 3.60 -1.38

Computed properties:
Structure (SMILES): COc1cccc(C[C@]2(CO)CCCN(Cc3cn(C)c4ccccc34)C2)c1
Energy relative to the best compared isomer or geometry (same formula, charge and spin): 7.5 kcal per mole
Gap between HOMO and LUMO: 8.3 eV
LUMO: 0.582 eV
Total energy: -1192.52966 Ha

ORCA calculation (ωB97M-V/def2-TZVPD) on a single C24H30N2O2S molecule.

Geometry (Å):
C 3.52 0.07 -4.03
H 3.97 1.06 -3.98
C 4.01 -0.80 -2.88
H 3.56 -1.79 -2.97
C 3.65 -0.17 -1.53
N 4.12 -0.86 -0.34
C 3.53 -2.16 -0.11
H 4.06 -2.63 0.72
C 2.05 -2.08 0.28
O 1.58 -3.34 0.71
H 1.75 -3.99 0.03
C 1.83 -1.09 1.45
N 0.97 0.00 1.10
C -0.36 -0.12 0.88
C -0.90 1.08 0.47
C -2.25 1.38 0.14
C -3.29 0.52 0.15
C -4.63 0.95 -0.22
O -4.90 2.10 -0.55
C -5.68 -0.06 -0.18
C -7.00 0.14 -0.49
C -7.79 -1.02 -0.36
C -7.07 -2.10 0.03
S -5.41 -1.72 0.26
H -7.40 -3.10 0.20
H -8.85 -1.05 -0.56
H -7.37 1.10 -0.79
H -3.16 -0.52 0.44
H -2.47 2.40 -0.16
C 0.20 2.01 0.44
C 0.31 3.36 0.11
C 1.55 3.96 0.19
C 2.68 3.24 0.58
C 2.60 1.90 0.90
C 1.35 1.29 0.83
H 3.48 1.34 1.19
H 3.63 3.74 0.62
H 1.65 5.00 -0.06
H -0.56 3.92 -0.19
H -0.85 -1.07 1.03
H 1.39 -1.66 2.27
H 2.80 -0.69 1.77
H 1.45 -1.74 -0.58
H 3.63 -2.83 -0.99
C 5.57 -0.87 -0.21
H 5.97 -0.01 -0.74
H 6.02 -1.78 -0.65
C 6.01 -0.77 1.26
C 7.53 -0.72 1.38
H 7.97 -1.62 0.97
H 7.82 -0.64 2.43
H 7.92 0.14 0.85
H 5.57 0.14 1.69
H 5.63 -1.62 1.83
H 2.56 -0.08 -1.45
H 4.05 0.85 -1.49
H 5.10 -0.91 -2.95
H 2.44 0.19 -3.98
H 3.77 -0.37 -4.99

Computed properties:
Structure (SMILES): CCCN(CCC)C[C@@H](O)Cn1cc(/C=C/C(=O)c2cccs2)c2ccccc21
Energy relative to the best compared isomer or geometry (same formula, charge and spin): 63.2 kcal per mole
Gap between HOMO and LUMO: 7.5 eV
LUMO: -0.120 eV
Total energy: -1590.69092 Ha

ORCA calculation (ωB97M-V/def2-TZVPD) on a single C24H30N2O7 molecule.

Geometry (Å):
C 3.04 -2.79 -5.51
H 3.10 -3.65 -6.18
O 2.44 -3.28 -4.33
C 2.30 -2.42 -3.27
C 2.62 -1.07 -3.34
C 2.42 -0.23 -2.26
C 1.93 -0.73 -1.06
C 1.62 -2.08 -0.96
C 1.81 -2.95 -2.06
O 1.44 -4.24 -1.82
C 1.98 -5.29 -2.59
H 1.55 -5.32 -3.59
H 1.72 -6.20 -2.05
H 3.07 -5.21 -2.67
O 1.16 -2.69 0.16
C 0.90 -1.89 1.29
H 0.15 -1.12 1.09
H 1.81 -1.41 1.67
H 0.52 -2.58 2.05
H 1.80 -0.08 -0.21
C 2.83 1.19 -2.41
O 3.84 1.51 -3.01
N 2.07 2.15 -1.81
C 0.78 2.10 -1.27
C -0.20 1.24 -1.76
C -1.45 1.20 -1.19
C -1.77 2.08 -0.14
C -0.83 3.01 0.30
C 0.44 3.00 -0.26
H 1.18 3.70 0.09
C -1.13 4.04 1.35
H -2.12 4.47 1.20
H -0.40 4.84 1.31
H -1.09 3.60 2.35
O -3.07 2.02 0.32
C -3.34 1.86 1.69
C -2.45 0.81 2.36
O -1.54 0.26 1.78
N -2.75 0.52 3.65
C -3.73 1.15 4.50
H -4.34 1.87 3.96
C -3.01 1.84 5.67
H -3.73 2.25 6.38
O -2.21 0.93 6.39
C -1.25 0.32 5.55
H -0.70 -0.37 6.18
C -1.91 -0.41 4.38
H -1.16 -0.81 3.70
H -2.54 -1.22 4.77
H -0.56 1.09 5.16
H -2.38 2.66 5.27
H -4.39 0.37 4.91
H -3.26 2.80 2.23
H -4.38 1.52 1.72
C -2.49 0.23 -1.66
H -3.39 0.75 -1.97
H -2.11 -0.36 -2.49
H -2.75 -0.44 -0.84
H 0.03 0.57 -2.58
H 2.51 3.07 -1.80
H 3.02 -0.64 -4.24
H 2.43 -2.01 -5.98
H 4.04 -2.40 -5.32

Computed properties:
Structure (SMILES): COc1cc(C(=O)Nc2cc(C)c(OCC(=O)N3CCOCC3)c(C)c2)cc(OC)c1OC
Energy relative to the best compared isomer or geometry (same formula, charge and spin): 41.9 kcal per mole
Gap between HOMO and LUMO: 8.2 eV
LUMO: 0.503 eV
Total energy: -1568.69689 Ha